No. 1
{"formula": "C4H3NO", "method": "ωB97M-V/def2-TZVPD", "max_force_ev_per_a": 9.3, "charge": 0, "mol_weight_g_mol": 81.1, "energy_ev": -7729.619, "symbols": ["C", "C", "C", "C", "H", "H", "H", "N", "O"], "xyz": [[-1.630, -0.263, 0.250], [-0.943, 1.001, -0.040], [0.405, 1.136, -0.171], [1.443, 0.089, -0.016], [-2.683, -0.203, 1.358], [-1.514, 1.921, -0.043], [0.741, 2.109, -0.263], [2.290, -0.675, 0.229], [-1.027, -1.360, -0.349]], "forces_ev_per_angstrom": [[2.66, -6.22, -1.14], [0.79, 0.11, 0.28], [-1.06, -2.71, 0.59], [0.04, -0.30, 0.47], [3.05, -0.54, -3.61], [-0.10, -0.04, 0.00], [0.97, 1.70, -0.35], [-1.48, 1.41, -0.61], [-4.88, 6.58, 4.37]], "nbo_charge": [0.361, -0.271, -0.196, 0.244, 0.170, 0.230, 0.235, -0.263, -0.509]}

---

No. 2
{"formula": "C43H35MoP2S2Sb", "method": "ωB97M-V/def2-TZVPD", "max_force_ev_per_a": 2.7, "charge": 4, "mol_weight_g_mol": 895.5, "energy_ev": -93758.893, "symbols": ["Mo", "S", "P", "C", "P", "S", "C", "C", "C", "C", "C", "C", "C", "C", "C", "C", "C", "C", "C", "C", "C", "C", "C", "C", "C", "C", "C", "C", "C", "C", "H", "H", "H", "H", "H", "H", "H", "H", "H", "H", "H", "H", "H", "H", "H", "H", "H", "H", "H", "H", "C", "C", "C", "C", "C", "C", "Sb", "C", "C", "C", "C", "C", "C", "C", "C", "C", "C", "C", "C", "H", "H", "H", "H", "H", "H", "H", "H", "H", "H", "H", "H", "H", "H", "H"], "xyz": [[-0.310, -0.586, -0.984], [1.570, -1.848, -0.705], [1.160, -1.067, 1.255], [-0.523, -0.540, 1.015], [-1.918, -1.676, 1.169], [-2.460, -1.619, -0.843], [-3.223, -1.039, 2.182], [-3.093, 0.180, 2.848], [-4.127, 0.606, 3.662], [-5.271, -0.175, 3.797], [-5.396, -1.384, 3.119], [-4.374, -1.830, 2.302], [-1.394, -3.331, 1.573], [-0.980, -4.235, 0.587], [-0.624, -5.517, 0.963], [-0.671, -5.890, 2.305], [-1.079, -4.987, 3.281], [-1.445, -3.703, 2.923], [1.586, -2.285, 2.483], [2.240, -3.476, 2.173], [2.679, -4.272, 3.219], [2.464, -3.880, 4.536], [1.807, -2.689, 4.830], [1.360, -1.877, 3.804], [2.186, 0.399, 1.359], [1.641, 1.686, 1.366], [2.499, 2.778, 1.408], [3.877, 2.587, 1.427], [4.410, 1.302, 1.422], [3.566, 0.202, 1.404], [-2.200, 0.784, 2.727], [-4.049, 1.546, 4.193], [-6.076, 0.167, 4.435], [-6.289, -1.983, 3.234], [-4.462, -2.770, 1.769], [-0.972, -3.965, -0.460], [-0.330, -6.239, 0.212], [-0.405, -6.901, 2.587], [-1.136, -5.294, 4.317], [-1.789, -2.995, 3.669], [2.408, -3.780, 1.148], [3.204, -5.194, 3.006], [2.819, -4.507, 5.344], [1.660, -2.389, 5.859], [0.860, -0.937, 4.018], [0.568, 1.841, 1.407], [2.091, 3.779, 1.470], [4.538, 3.443, 1.476], [5.482, 1.158, 1.446], [3.975, -0.802, 1.443], [-0.763, 6.579, -1.807], [-1.795, 5.692, -2.090], [-1.566, 4.324, -2.109], [-0.271, 3.892, -1.866], [0.786, 4.753, -1.583], [0.523, 6.113, -1.556], [0.335, 1.838, -1.928], [1.959, 1.698, -3.287], [1.986, 2.590, -4.358], [3.064, 2.536, -5.228], [4.093, 1.627, -5.013], [4.054, 0.750, -3.935], [2.983, 0.782, -3.055], [-1.296, 0.363, -2.724], [-0.875, -0.209, -3.950], [-1.749, -0.277, -5.016], [-3.046, 0.223, -4.880], [-3.474, 0.811, -3.687], [-2.607, 0.897, -2.618], [-0.961, 7.643, -1.795], [-2.788, 6.061, -2.310], [-2.373, 3.641, -2.338], [1.794, 4.387, -1.421], [1.328, 6.804, -1.344], [1.183, 3.300, -4.519], [3.094, 3.213, -6.072], [4.939, 1.608, -5.688], [4.860, 0.046, -3.775], [2.972, 0.119, -2.201], [0.137, -0.591, -4.067], [-1.426, -0.697, -5.959], [-3.731, 0.160, -5.717], [-4.484, 1.188, -3.599], [-2.936, 1.346, -1.688]], "forces_ev_per_angstrom": [[-0.53, -0.90, 2.50], [-0.61, 0.33, -0.46], [0.90, 0.39, 0.44], [0.10, -0.48, -2.29], [-0.59, -0.22, 0.31], [0.97, 0.45, -0.29], [0.39, -0.19, -0.12], [0.03, 0.02, -0.05], [-0.04, 0.03, 0.02], [0.06, 0.06, -0.01], [-0.06, -0.10, -0.03], [0.05, 0.06, 0.01], [-0.20, 0.40, 0.09], [-0.02, -0.05, 0.06], [0.02, -0.04, -0.02], [-0.01, 0.00, -0.04], [-0.01, 0.03, 0.09], [0.01, 0.04, -0.04], [-0.20, 0.19, -0.24], [-0.10, 0.01, -0.01], [0.04, -0.05, 0.00], [-0.01, 0.00, -0.03], [-0.01, 0.03, 0.04], [0.01, 0.01, -0.05], [-0.14, -0.23, 0.12], [-0.04, 0.01, 0.00], [-0.04, 0.07, 0.02], [-0.02, -0.05, 0.01], [0.05, 0.00, -0.01], [-0.08, -0.03, 0.05], [0.00, 0.00, 0.05], [0.01, -0.01, 0.00], [-0.01, -0.02, 0.00], [-0.01, 0.02, 0.00], [-0.04, -0.02, 0.06], [0.00, 0.02, -0.03], [-0.01, 0.01, 0.00], [0.00, 0.00, 0.00], [0.01, 0.00, -0.01], [0.00, -0.07, 0.05], [0.02, -0.02, 0.02], [-0.01, 0.00, 0.01], [0.01, 0.01, 0.00], [-0.02, 0.00, -0.01], [0.04, 0.00, 0.08], [0.01, 0.01, -0.01], [0.00, -0.01, -0.01], [0.01, 0.00, -0.02], [-0.01, 0.00, 0.03], [0.07, 0.03, -0.03], [0.02, -0.01, -0.01], [-0.09, -0.05, -0.04], [-0.09, -0.02, 0.02], [0.11, -0.75, 0.16], [0.10, -0.09, -0.07], [0.04, 0.04, 0.03], [0.09, 0.56, -1.12], [-0.34, 0.00, 0.59], [-0.12, 0.04, 0.03], [-0.09, 0.07, -0.03], [0.05, -0.02, -0.01], [-0.02, -0.01, 0.02], [0.06, -0.01, -0.06], [0.03, 0.35, 0.33], [0.18, -0.14, -0.02], [0.01, 0.05, -0.04], [0.02, 0.02, 0.04], [0.01, 0.07, 0.02], [-0.07, 0.05, -0.08], [0.01, 0.00, 0.01], [0.01, 0.03, 0.02], [0.02, 0.03, 0.01], [0.01, 0.05, 0.02], [-0.02, 0.02, -0.02], [0.05, 0.05, -0.03], [0.04, -0.01, 0.00], [-0.02, -0.01, -0.01], [0.02, 0.03, -0.01], [0.00, 0.00, 0.03], [0.01, 0.00, -0.02], [0.01, -0.04, 0.02], [0.00, -0.02, 0.00], [0.02, 0.03, -0.03], [-0.04, -0.04, 0.01]], "lowdin_charge": [0.818, 0.513, 0.663, -0.528, 0.624, 0.573, -0.383, -0.073, -0.030, 0.000, -0.017, -0.063, -0.379, -0.109, -0.028, -0.002, -0.021, -0.063, -0.379, -0.082, -0.023, -0.001, -0.021, -0.070, -0.393, -0.133, -0.047, -0.005, -0.009, -0.058, 0.100, 0.128, 0.135, 0.134, 0.126, 0.073, 0.131, 0.136, 0.133, 0.125, 0.092, 0.133, 0.136, 0.133, 0.124, 0.089, 0.124, 0.134, 0.135, 0.124, -0.002, -0.024, -0.099, -0.362, -0.132, -0.025, 1.674, -0.393, -0.100, -0.021, -0.004, -0.034, -0.144, -0.584, -0.111, -0.002, 0.042, -0.012, -0.187, 0.136, 0.132, 0.093, 0.104, 0.133, 0.114, 0.134, 0.136, 0.128, 0.042, 0.116, 0.140, 0.144, 0.139, 0.110]}

---

No. 3
{"formula": "H25O12", "method": "ωB97M-V/def2-TZVPD", "max_force_ev_per_a": 9.2, "charge": 1, "mol_weight_g_mol": 217.2, "energy_ev": -24965.804, "symbols": ["O", "H", "H", "O", "H", "H", "O", "H", "O", "H", "H", "O", "H", "H", "O", "H", "H", "O", "H", "H", "O", "H", "H", "O", "H", "H", "O", "H", "H", "O", "H", "H", "O", "H", "H", "H", "H"], "xyz": [[2.665, -0.208, -2.372], [-3.574, 0.538, 2.442], [2.875, -0.278, -1.419], [-2.062, -1.538, -3.804], [-1.517, -2.233, -4.261], [0.118, 2.980, 3.157], [-0.321, -1.216, 2.204], [-1.657, 1.990, 3.824], [1.935, -0.764, 0.497], [-1.321, -1.438, 2.582], [2.831, -0.628, 0.961], [0.128, 2.820, -0.662], [-0.017, 3.587, -1.068], [0.078, 2.897, 0.283], [-2.294, -2.394, 0.609], [-2.190, -3.157, 1.055], [-1.462, -2.001, 0.928], [0.447, 2.900, 2.168], [0.109, -0.724, 2.830], [-1.158, -1.203, -2.291], [-2.738, 0.580, 2.540], [-2.145, 0.582, 1.903], [-2.671, -2.129, -3.257], [-0.943, 1.765, 4.368], [1.803, 0.832, -2.760], [-1.057, 0.768, 4.345], [1.609, 1.919, -2.264], [0.726, 1.846, -2.551], [2.172, 2.590, -2.902], [-0.470, -0.864, -1.842], [1.286, -1.063, 1.185], [2.159, -1.097, -2.564], [2.023, -2.789, -1.848], [1.280, 3.432, 2.310], [1.501, -2.725, -1.125], [-0.814, -0.120, -1.252], [2.666, -3.458, -1.950]], "forces_ev_per_angstrom": [[-1.67, -1.91, -1.60], [-8.81, -0.51, -2.17], [-0.64, 0.20, -0.32], [-0.67, -2.64, 0.42], [-0.61, 1.07, 0.39], [0.34, -0.88, -2.75], [-5.36, -2.87, -1.15], [-2.00, 0.78, -1.30], [1.61, 0.06, 1.49], [3.87, 1.13, -1.03], [-2.27, -0.45, -0.74], [0.47, -5.04, 1.60], [-1.11, 5.04, -1.97], [-0.15, 0.41, 1.06], [0.55, 4.08, -1.46], [-0.35, -4.83, 2.08], [-0.25, 0.54, -1.09], [0.81, 1.54, 3.39], [1.47, 2.07, 2.79], [-3.96, -1.60, -2.77], [5.56, 0.44, 7.31], [3.24, -0.01, -5.26], [0.80, 1.21, -1.11], [1.47, -2.44, 1.21], [2.31, 0.17, 2.62], [0.39, 1.81, 0.35], [4.22, 0.43, -3.91], [-2.77, 1.19, -0.19], [-2.29, -2.20, 2.09], [4.07, 3.81, 4.33], [0.85, 0.36, -0.92], [1.37, 1.42, 0.84], [1.40, 1.70, -4.70], [-1.00, -0.80, -0.80], [-2.08, -0.35, 3.81], [0.60, -1.69, -1.23], [0.59, -1.27, 0.68]], "nbo_charge": [-0.943, 0.480, 0.529, -0.944, 0.484, 0.516, -1.002, 0.481, -0.992, 0.522, 0.481, -0.980, 0.460, 0.513, -0.925, 0.456, 0.467, -0.994, 0.486, 0.480, -0.955, 0.482, 0.482, -0.946, 0.549, 0.473, -0.802, 0.528, 0.545, -0.975, 0.505, 0.553, -0.973, 0.478, 0.502, 0.475, 0.501]}

---

No. 4
{"formula": "C2H8O2", "method": "ωB97M-V/def2-TZVPD", "max_force_ev_per_a": 0.4, "smiles": "CO.CO", "charge": 0, "mol_weight_g_mol": 64.1, "energy_ev": -6297.591, "symbols": ["C", "O", "H", "H", "H", "H", "C", "O", "H", "H", "H", "H"], "xyz": [[0.800, 1.344, -1.158], [0.513, 2.738, -1.111], [1.342, 1.061, -0.259], [-0.096, 0.728, -1.196], [1.450, 1.101, -2.004], [-0.400, 2.881, -1.393], [-0.446, -1.331, 1.103], [-1.303, -2.451, 0.955], [0.504, -1.499, 0.584], [-0.949, -0.484, 0.634], [-0.236, -1.053, 2.137], [-1.180, -3.035, 1.707]], "forces_ev_per_angstrom": [[0.23, 0.01, 0.03], [-0.33, -0.12, -0.05], [0.02, 0.10, 0.16], [-0.10, 0.01, -0.13], [-0.17, 0.07, -0.09], [0.36, -0.05, 0.05], [0.03, 0.18, -0.36], [-0.03, -0.02, 0.30], [-0.02, 0.03, 0.07], [0.07, 0.00, 0.01], [-0.09, -0.16, 0.08], [0.02, -0.05, -0.07]], "nbo_charge": [-0.248, -0.725, 0.171, 0.167, 0.167, 0.468, -0.248, -0.721, 0.161, 0.174, 0.168, 0.466]}